*1*
{
  "formula": "C7H13N",
  "method": "the ωB97M-V functional and the def2-TZVPD basis",
  "e_homo_ev": -7.685,
  "smiles": "C=C/C(CC)=C(\\C)N",
  "orbital_gap_ha": 0.3206,
  "species": ["C", "C", "C", "C", "C", "C", "C", "N", "H", "H", "H", "H", "H", "H", "H", "H", "H", "H", "H", "H", "H"],
  "xyz": [[1.293, 1.383, -1.849], [0.225, 0.819, -1.327], [0.160, 0.279, -0.006], [-0.762, 1.141, 0.846], [-2.164, 0.624, 0.777], [0.495, -1.029, 0.366], [1.533, -1.629, -0.510], [-0.135, -1.752, 1.417], [1.322, 1.984, -2.734], [2.198, 1.366, -1.335], [-0.668, 0.603, -1.935], [-0.866, 2.247, 0.568], [-0.411, 1.191, 1.917], [-2.327, -0.422, 0.982], [-2.793, 1.033, 1.595], [-2.606, 0.841, -0.198], [1.077, -2.196, -1.377], [2.406, -2.169, -0.080], [2.073, -0.848, -1.096], [0.550, -2.262, 1.932], [-0.600, -1.204, 2.048]],
  "lowdin_charge": [0.0159, -0.1884, -0.2517, -0.2336, -0.1392, -0.3043, -0.0659, 0.1203, 0.0515, 0.0448, 0.1274, 0.1326, 0.1182, 0.0558, 0.0807, 0.0777, 0.1023, 0.0857, 0.0606, 0.0787, 0.0306]
}

---

*2*
{
  "formula": "C7H13N",
  "method": "the ωB97M-V functional and the def2-TZVPD basis",
  "e_homo_ev": -7.998,
  "smiles": "C=C(/C=C(/C)N)CC",
  "orbital_gap_ha": 0.3316,
  "species": ["C", "C", "C", "C", "C", "N", "C", "C", "H", "H", "H", "H", "H", "H", "H", "H", "H", "H", "H", "H", "H"],
  "xyz": [[-0.786, 1.822, 0.229], [-0.639, 0.570, -0.236], [0.634, 0.194, -0.829], [1.668, -0.352, -0.159], [2.975, -0.605, -0.870], [1.630, -0.701, 1.178], [-1.685, -0.524, -0.184], [-2.993, -0.171, 0.519], [0.021, 2.546, 0.157], [-1.705, 2.170, 0.685], [0.725, 0.412, -1.891], [3.796, -0.116, -0.334], [2.975, -0.214, -1.893], [3.183, -1.679, -0.918], [0.854, -0.272, 1.678], [2.517, -0.576, 1.659], [-1.261, -1.398, 0.326], [-1.920, -0.838, -1.209], [-3.514, 0.643, 0.004], [-2.818, 0.128, 1.558], [-3.660, -1.039, 0.530]],
  "lowdin_charge": [0.0604, -0.3510, -0.0920, -0.4082, -0.0538, 0.0978, -0.2205, -0.1246, 0.0667, 0.0509, 0.1128, 0.0759, 0.0770, 0.0795, 0.0901, 0.0911, 0.1144, 0.1172, 0.0737, 0.0738, 0.0690]
}

---

Winner for stability: *2*

---

*1*
{
  "formula": "C7H13N",
  "method": "the ωB97M-V functional and the def2-TZVPD basis",
  "e_homo_ev": -7.450,
  "smiles": "C=CC/C(=C/N)CC",
  "orbital_gap_ha": 0.3133,
  "species": ["C", "C", "C", "C", "C", "N", "C", "C", "H", "H", "H", "H", "H", "H", "H", "H", "H", "H", "H", "H", "H"],
  "xyz": [[3.407, -0.445, -0.022], [2.125, -0.285, 0.344], [1.009, -1.099, -0.322], [-0.283, -0.391, -0.008], [-0.738, -0.645, 1.232], [-1.918, -0.126, 1.780], [-0.848, 0.505, -1.073], [-2.076, 1.393, -0.916], [4.266, 0.073, 0.399], [3.667, -0.966, -0.947], [1.834, 0.433, 1.102], [1.133, -2.170, -0.104], [1.225, -1.392, -1.369], [-0.229, -1.385, 1.827], [-2.196, 0.712, 1.308], [-2.305, -0.350, 2.671], [-0.044, 1.195, -1.420], [-0.997, -0.271, -1.849], [-1.755, 2.287, -0.355], [-2.970, 1.031, -0.419], [-2.308, 1.897, -1.861]],
  "lowdin_charge": [-0.0177, -0.1632, -0.2042, -0.3013, -0.1553, 0.0559, -0.2075, -0.1208, 0.0431, 0.0543, 0.0969, 0.1152, 0.1173, 0.1165, 0.0404, 0.0735, 0.1244, 0.1177, 0.0786, 0.0620, 0.0741]
}

---

*2*
{
  "formula": "C7H13N",
  "method": "the ωB97M-V functional and the def2-TZVPD basis",
  "e_homo_ev": -8.419,
  "smiles": "C=C/C(=C\\C)CCN",
  "orbital_gap_ha": 0.3468,
  "species": ["C", "C", "C", "C", "C", "C", "C", "N", "H", "H", "H", "H", "H", "H", "H", "H", "H", "H", "H", "H", "H"],
  "xyz": [[2.080, 0.662, 1.253], [0.937, 0.041, 1.332], [-0.155, 0.261, 0.395], [-1.450, 0.017, 0.623], [-1.813, -0.490, 2.038], [0.166, 0.917, -0.912], [0.741, -0.182, -1.883], [0.037, -1.127, -2.752], [2.245, 1.490, 0.533], [2.986, 0.639, 1.967], [0.659, -0.657, 2.111], [-2.205, 0.239, -0.038], [-1.951, 0.344, 2.690], [-2.947, -0.904, 1.935], [-1.215, -1.325, 2.389], [1.062, 1.506, -0.617], [-0.671, 1.527, -1.438], [1.459, 0.374, -2.522], [1.190, -0.886, -1.167], [-0.734, -1.740, -2.352], [-0.423, -0.707, -3.584]],
  "lowdin_charge": [0.0115, -0.1459, -0.3220, -0.0858, -0.1014, -0.1633, -0.2839, -0.0377, 0.0612, 0.0938, 0.0957, 0.0735, 0.0551, 0.1108, 0.0553, 0.0723, 0.1442, 0.1126, 0.1027, 0.0870, 0.0641]
}

---

Winner for stability: *1*

---

*1*
{
  "formula": "H8IO4",
  "method": "the ωB97M-V functional and the def2-TZVPD basis",
  "e_homo_ev": -4.014,
  "charge": -1,
  "orbital_gap_ha": 0.2705,
  "species": ["I", "O", "H", "H", "O", "H", "H", "O", "H", "H", "O", "H", "H"],
  "xyz": [[-0.362, -0.325, -0.150], [4.356, 0.581, -1.208], [4.506, 1.517, -1.340], [3.424, 0.514, -1.001], [-2.738, 4.000, 0.807], [-2.326, 3.140, 0.888], [-2.106, 4.524, 0.315], [-4.885, -1.444, -0.198], [-4.031, -1.291, 0.205], [-4.772, -1.176, -1.110], [3.248, -3.257, 0.663], [3.386, -3.646, 1.526], [2.300, -3.137, 0.603]],
  "lowdin_charge": [-0.8600, -0.0666, 0.0182, 0.0171, -0.0690, 0.0205, 0.0228, -0.0786, 0.0061, 0.0240, -0.0676, 0.0179, 0.0152]
}

---

*2*
{
  "formula": "H8IO4",
  "method": "the ωB97M-V functional and the def2-TZVPD basis",
  "e_homo_ev": -4.669,
  "charge": -1,
  "orbital_gap_ha": 0.2976,
  "species": ["I", "O", "H", "H", "O", "H", "H", "O", "H", "H", "O", "H", "H"],
  "xyz": [[1.303, -0.557, -0.814], [-1.116, -1.657, 1.548], [-1.559, -2.418, 1.172], [-0.378, -1.496, 0.961], [3.498, 1.770, 0.683], [3.836, 1.741, 1.578], [3.235, 0.869, 0.497], [-1.224, 2.017, 0.083], [-0.356, 1.629, -0.025], [-1.743, 1.648, -0.631], [-2.082, -1.481, -1.663], [-1.133, -1.501, -1.541], [-2.281, -0.564, -1.850]],
  "lowdin_charge": [-0.0742, -0.1234, 0.0114, -0.1566, -0.1266, 0.0108, -0.1293, -0.1007, -0.0838, 0.0041, -0.1143, -0.1266, 0.0092]
}

---

*3*
{
  "formula": "H8IO4",
  "method": "the ωB97M-V functional and the def2-TZVPD basis",
  "e_homo_ev": -4.471,
  "charge": -1,
  "orbital_gap_ha": 0.2872,
  "species": ["I", "O", "H", "H", "O", "H", "H", "O", "H", "H", "O", "H", "H"],
  "xyz": [[-1.220, 0.577, 0.563], [-0.376, -2.479, 2.221], [-0.853, -1.742, 1.869], [0.282, -2.036, 2.754], [0.974, -0.759, -2.155], [0.218, -0.418, -1.726], [0.947, -0.366, -2.980], [-1.461, 1.171, -3.032], [-0.805, 1.804, -3.334], [-1.554, 1.439, -2.107], [1.559, 1.181, 2.541], [0.660, 1.201, 2.311], [1.626, 0.421, 3.071]],
  "lowdin_charge": [-0.0764, -0.1100, -0.1513, 0.0039, -0.0555, -0.1105, -0.0294, -0.1170, 0.0223, -0.0947, -0.0928, -0.1728, -0.0160]
}

---

Winner for stability: *2*

---

*1*
{
  "formula": "C6H12O2",
  "method": "the ωB97M-V functional and the def2-TZVPD basis",
  "e_homo_ev": -9.024,
  "orbital_gap_ha": 0.3547,
  "species": ["C", "C", "C", "C", "C", "C", "O", "O", "H", "H", "H", "H", "H", "H", "H", "H", "H", "H", "H", "H"],
  "xyz": [[0.078, 0.556, -0.253], [0.273, -0.700, 0.514], [2.921, -0.907, -0.262], [-2.392, -0.073, -0.946], [-1.488, 0.551, 0.075], [-1.902, 1.256, 1.123], [2.090, -0.481, 0.807], [0.863, 1.537, 0.224], [1.825, 0.720, 0.677], [0.144, 0.388, -1.345], [0.102, -0.642, 1.583], [0.062, -1.651, 0.029], [2.558, -0.528, -1.225], [3.933, -0.520, -0.113], [2.941, -1.999, -0.302], [-2.351, 0.494, -1.879], [-3.424, -0.084, -0.599], [-2.091, -1.094, -1.184], [-2.954, 1.446, 1.297], [-1.187, 1.732, 1.779]],
  "lowdin_charge": [-0.4993, 0.1054, -0.1201, -0.0628, -0.3194, 0.0690, -0.2140, -0.1381, 0.1460, 0.1463, 0.1214, 0.1243, 0.0869, 0.0911, 0.0858, 0.0859, 0.0782, 0.0742, 0.0664, 0.0729]
}

---

*2*
{
  "formula": "C6H12O2",
  "method": "the ωB97M-V functional and the def2-TZVPD basis",
  "e_homo_ev": -8.246,
  "orbital_gap_ha": 0.3275,
  "species": ["C", "C", "C", "O", "O", "H", "H", "H", "H", "H", "H", "C", "C", "C", "H", "H", "H", "H", "H", "H"],
  "xyz": [[1.894, -1.300, 0.466], [0.655, 2.083, -0.446], [0.305, 0.867, 0.372], [1.278, -0.384, -0.426], [0.309, 0.825, 1.578], [2.978, -1.164, 0.444], [1.671, -2.329, 0.163], [1.526, -1.142, 1.485], [0.552, 1.902, -1.514], [1.696, 2.335, -0.234], [0.015, 2.912, -0.142], [-2.106, -0.421, 0.708], [-1.217, 0.059, -0.415], [-0.406, -0.869, -1.106], [-1.631, 0.864, -1.017], [-3.069, -0.778, 0.332], [-2.283, 0.382, 1.426], [-1.634, -1.238, 1.258], [-0.167, -0.701, -2.148], [-0.369, -1.905, -0.783]],
  "lowdin_charge": [-0.1109, -0.0069, -0.4873, -0.2359, 0.0460, 0.0856, 0.0809, 0.0844, 0.0812, 0.0933, 0.0941, -0.0812, -0.2758, 0.0574, 0.1210, 0.0745, 0.0790, 0.0825, 0.1096, 0.1084]
}

---

*3*
{
  "formula": "C6H12O2",
  "method": "the ωB97M-V functional and the def2-TZVPD basis",
  "e_homo_ev": -10.340,
  "smiles": "CC[C@@H](C)CC(=O)O",
  "orbital_gap_ha": 0.4111,
  "species": ["C", "C", "C", "C", "C", "C", "O", "O", "H", "H", "H", "H", "H", "H", "H", "H", "H", "H", "H", "H"],
  "xyz": [[1.846, -1.858, -0.096], [0.553, -1.253, -0.658], [0.154, 0.119, -0.079], [0.463, 1.228, -1.095], [-1.328, 0.125, 0.260], [-1.777, 1.418, 0.921], [-1.577, 2.580, 0.704], [-2.289, 1.077, 2.172], [1.705, -2.582, 0.709], [2.457, -2.370, -0.880], [2.646, -1.195, 0.244], [-0.200, -2.021, -0.379], [0.621, -1.163, -1.737], [0.812, 0.343, 0.804], [1.350, 1.081, -1.685], [-0.334, 1.290, -1.835], [0.495, 2.168, -0.547], [-1.843, -0.190, -0.657], [-1.631, -0.579, 1.044], [-2.123, 1.786, 2.791]],
  "lowdin_charge": [-0.1169, -0.2247, -0.3759, -0.0677, -0.0934, -0.4596, 0.1097, 0.0541, 0.0670, 0.0761, 0.0654, 0.1126, 0.1039, 0.1525, 0.0730, 0.0867, 0.0726, 0.1377, 0.1209, 0.1060]
}

---

Winner for stability: *3*